This record from the Open Molecules 2025 dataset describes C3H7NO as an isolated structure. The level of theory is the ωB97M-V functional and the def2-TZVPD basis.

Each line ends with the natural charge from an NBO analysis.
Cartesian coordinates (Å):
N  1.164  1.555  1.272  -0.7900
C  2.186  1.302  0.711  0.8640
O  3.054  1.048  -0.007  -0.5002
H  -0.855  0.770  0.038  0.2035
H  0.892  1.758  2.205  0.4284
H  1.248  -1.103  -2.515  -0.0042
C  -1.513  -0.023  -0.270  -0.3878
C  -1.567  -1.168  0.378  -0.3864
H  -2.221  -1.976  0.076  0.1918
H  -0.953  -1.357  1.247  0.1887
H  -2.118  0.170  -1.140  0.1907
H  0.684  -0.976  -1.995  0.0014

The total energy comes out at -6760.25167 eV. Its net charge is 0. The value obtained for the molecular weight is 73.09 g mol⁻¹. For the orbital gap, the calculation gives 0.4006 hartree. The relative energy (zero: lowest compared OMol25 entry of this formula, charge and spin) is 57.6 kcal per mole. For the highest occupied orbital energy, the calculation gives -10.18 eV. The value obtained for the maximum force is 1.1 eV/A. Its multiplicity is 1.

This record from the Open Molecules 2025 dataset describes a 2-piece molecular cluster, C3H7NO overall. The level of theory is the ωB97M-V functional and the def2-TZVPD basis.

Each line ends with the natural charge from an NBO analysis.
Cartesian coordinates (Å):
C  1.005  0.815  -0.351  0.0171
C  -1.362  -0.588  -0.072  -0.1709
C  0.854  -0.575  0.101  -0.3318
N  -1.664  0.673  0.020  -0.5155
O  0.423  1.747  0.292  -0.5983
H  -1.711  0.997  0.984  0.3481
H  2.083  0.434  0.127  0.2973
H  1.175  0.921  -1.437  0.1618
H  -1.395  -1.281  0.776  0.1699
H  -1.412  -1.041  -1.060  0.1753
H  1.186  -1.376  -0.554  0.2240
H  0.819  -0.725  1.174  0.2231

The total energy comes out at -6757.22749 eV. Its net charge is 0. The value obtained for the molecular weight is 73.09 g mol⁻¹. For the orbital gap (alpha / beta), the calculation gives 0.3358 / 0.3359 hartree. The relative energy (zero: lowest compared OMol25 entry of this formula, charge and spin) is 127.4 kcal per mole. For the highest occupied orbital energy (alpha / beta), the calculation gives -9.43 / -9.43 eV. The value obtained for the maximum force is 1.7 eV/A. Its multiplicity is 1.

This record from the Open Molecules 2025 dataset describes one molecule with the formula C3H7NO. The level of theory is the ωB97M-V functional and the def2-TZVPD basis.

Each line ends with the natural charge from an NBO analysis.
Cartesian coordinates (Å):
C  1.526  1.153  0.330  -0.6616
C  0.493  0.032  0.271  0.1808
O  0.631  -1.073  -0.646  -0.3924
N  -0.492  -0.232  -0.860  -0.1439
C  -1.737  -0.817  -0.394  -0.4474
H  1.241  1.823  1.154  0.2222
H  1.384  1.592  -0.727  0.2399
H  2.560  0.781  0.482  0.2352
H  0.240  -0.373  1.246  0.1577
H  -2.225  -1.351  -1.274  0.2103
H  -1.271  -1.447  0.359  0.1927
H  -2.349  -0.088  0.060  0.2065

The total energy comes out at -6758.70420 eV. Its net charge is 0. The value obtained for the molecular weight is 73.09 g mol⁻¹. For the orbital gap, the calculation gives 0.3823 hartree. Its SMILES is C[C@@H]1ON1C. The relative energy (zero: lowest compared OMol25 entry of this formula, charge and spin) is 93.3 kcal per mole. For the highest occupied orbital energy, the calculation gives -9.25 eV. The value obtained for the maximum force is 3.7 eV/A. Its multiplicity is 1.